[1]
Computed, not measured: a 6-piece molecular cluster, C24H43FIN4O10 overall in a non-equilibrium geometry, with wB97M-V/def2-TZVPD.

Element x y z (Å)
C  1.23  -0.89  2.70
C  0.31  -0.12  2.45
N  -0.65  0.97  2.53
C  -1.98  0.97  2.95
N  -2.70  -0.07  3.36
F  -2.23  -1.33  3.46
N  -2.41  2.34  2.84
C  -1.28  3.06  2.37
N  -0.18  2.19  2.16
I  1.72  2.55  1.48
H  2.07  -1.54  3.09
H  -3.69  0.11  3.62
H  -1.21  4.19  2.19
O  3.61  -2.59  0.92
C  3.01  -3.60  1.20
O  3.44  -4.39  2.19
C  2.69  -5.49  2.74
C  2.92  -6.75  1.94
C  1.82  -4.03  0.39
H  1.63  -5.23  2.83
H  3.06  -5.64  3.76
H  2.58  -6.65  0.91
H  2.40  -7.60  2.40
H  3.99  -6.98  1.89
H  2.17  -4.61  -0.47
H  1.30  -3.14  0.03
H  1.09  -4.61  0.95
O  2.84  3.25  -1.65
C  2.30  2.92  -2.68
O  1.33  3.69  -3.21
C  0.77  3.50  -4.52
C  -0.36  2.50  -4.49
C  2.63  1.61  -3.34
H  1.55  3.23  -5.24
H  0.38  4.47  -4.83
H  -0.02  1.51  -4.18
H  -0.82  2.41  -5.48
H  -1.13  2.81  -3.78
H  2.01  0.82  -2.89
H  3.68  1.38  -3.15
H  2.50  1.61  -4.42
O  -2.95  4.19  -5.94
C  -3.72  3.38  -6.39
O  -3.46  2.06  -6.29
C  -4.40  1.02  -6.60
C  -4.35  0.67  -8.08
C  -4.93  3.82  -7.17
H  -5.40  1.29  -6.27
H  -4.10  0.15  -6.02
H  -4.63  1.52  -8.70
H  -5.02  -0.16  -8.30
H  -3.33  0.39  -8.37
H  -4.65  3.97  -8.21
H  -5.28  4.76  -6.75
H  -5.77  3.12  -7.11
O  -1.24  6.52  1.11
C  -2.15  6.45  0.32
O  -2.75  7.56  -0.12
C  -3.69  7.59  -1.21
C  -5.10  7.32  -0.71
C  -2.69  5.11  -0.10
H  -3.39  6.92  -2.01
H  -3.65  8.61  -1.61
H  -5.19  6.32  -0.29
H  -5.82  7.41  -1.53
H  -5.37  8.02  0.07
H  -3.44  4.78  0.63
H  -1.87  4.40  -0.11
H  -3.12  5.10  -1.10
O  4.28  -7.31  4.71
C  4.45  -7.32  5.91
O  4.47  -6.17  6.60
C  4.46  -6.09  8.03
C  5.86  -6.19  8.60
C  4.73  -8.61  6.63
H  3.78  -6.83  8.46
H  4.04  -5.11  8.28
H  6.32  -7.15  8.37
H  5.84  -6.06  9.68
H  6.50  -5.42  8.17
H  5.80  -8.82  6.59
H  4.18  -9.41  6.13
H  4.38  -8.62  7.67

As for the LUMO energy: -4.07 eV. The value obtained for the orbital gap is 7.771 eV. The multiplicity is 1. As for the total charge: +1.

These are the Löwdin partial charges, in e, on atoms 1 to 6: atom 1 (C): 0.155, atom 2 (C): -0.135, atom 3 (N): -0.067, atom 4 (C): -0.215, atom 5 (N): 0.097, atom 6 (F): 0.057

[2]
Computed, not measured: C24H43FNdP2 as an isolated structure in a non-equilibrium geometry, with wB97M-V/def2-TZVPD.

Element x y z (Å)
Nd  -1.04  1.24  2.70
C  0.55  0.10  5.10
C  1.58  0.61  4.29
C  0.04  2.29  4.63
C  -0.41  1.12  5.32
C  1.24  1.94  3.93
C  0.59  -1.20  5.79
H  1.20  -1.92  5.24
H  -0.42  -1.61  5.90
H  1.02  -1.12  6.81
C  -1.64  0.98  6.12
H  -1.58  0.08  6.75
H  -2.55  0.86  5.51
H  -1.78  1.85  6.77
C  -0.90  3.40  4.30
H  -1.14  3.91  5.24
H  -1.91  3.10  3.88
H  -0.44  4.12  3.60
C  2.01  2.76  2.96
H  2.68  3.45  3.51
H  1.38  3.38  2.29
H  2.66  2.14  2.32
C  2.83  -0.11  3.96
H  3.73  0.30  4.48
H  3.06  -0.09  2.89
H  2.79  -1.16  4.27
C  -0.66  -2.64  1.25
C  0.36  -2.95  2.05
C  1.81  -2.89  1.72
C  2.19  -2.10  0.43
C  1.75  -0.67  0.42
C  0.59  -0.11  0.03
C  -0.59  -0.82  -0.56
C  -0.67  -2.34  -0.21
H  2.25  -3.91  1.69
H  1.89  -2.69  -0.45
H  2.33  -2.42  2.56
H  0.12  -2.87  -0.75
H  -1.65  -2.47  1.73
H  0.16  -3.14  3.11
H  -1.62  -2.72  -0.64
H  -1.55  -0.35  -0.28
H  0.54  0.99  -0.02
H  -0.56  -0.70  -1.66
H  3.29  -2.06  0.40
H  2.52  0.02  0.81
P  -1.12  -0.70  -4.18
P  -0.88  1.96  -5.58
C  -1.17  -0.78  -6.05
C  -1.54  0.58  -6.64
H  -1.90  -1.54  -6.35
H  -0.19  -1.11  -6.42
H  -1.16  0.70  -7.67
H  -2.63  0.71  -6.67
C  -1.66  3.33  -6.55
H  -1.26  4.29  -6.20
H  -2.74  3.30  -6.36
H  -1.47  3.21  -7.62
C  0.78  2.03  -6.41
H  0.67  1.99  -7.50
H  1.39  1.19  -6.06
H  1.28  2.97  -6.12
C  -2.63  -1.73  -3.91
H  -2.71  -1.98  -2.85
H  -2.58  -2.65  -4.51
H  -3.51  -1.14  -4.20
C  0.21  -1.96  -3.98
H  1.14  -1.52  -4.37
H  -0.03  -2.87  -4.55
H  0.35  -2.20  -2.92
F  -2.70  0.32  3.48

As for the LUMO energy (alpha / beta): -3.88 / -3.80 eV. The value obtained for the orbital gap (alpha / beta) is 5.724 / 5.798 eV. The multiplicity is 4. As for the total charge: +1. Its relative energy (zero: lowest compared OMol25 entry of this formula, charge and spin) is 0.0 kcal/mol.

These are the Löwdin partial charges, in e, on atoms 1 to 6: atom 1 (Nd): 1.880, atom 2 (C): -0.242, atom 3 (C): -0.231, atom 4 (C): -0.396, atom 5 (C): -0.325, atom 6 (C): -0.344

[3]
Computed, not measured: C24H43IP2Re as an isolated structure in a non-equilibrium geometry, with wB97M-V/def2-TZVPD.

Element x y z (Å)
Re  0.19  -0.04  2.85
C  0.70  -0.20  4.94
C  1.78  0.38  4.16
C  -0.07  1.79  4.00
C  -0.44  0.67  4.82
C  1.30  1.63  3.61
C  0.84  -1.38  5.84
H  1.56  -2.09  5.43
H  -0.13  -1.89  5.93
H  1.18  -1.08  6.84
C  -1.71  0.61  5.60
H  -1.90  -0.39  5.99
H  -2.56  0.86  4.95
H  -1.70  1.32  6.43
C  -0.89  3.02  3.82
H  -0.81  3.68  4.69
H  -1.95  2.77  3.69
H  -0.56  3.60  2.95
C  2.12  2.66  2.89
H  2.61  3.32  3.61
H  1.49  3.28  2.24
H  2.90  2.20  2.29
C  3.19  -0.11  4.11
H  3.80  0.39  4.87
H  3.64  0.08  3.13
H  3.23  -1.18  4.30
C  -0.91  -1.77  2.01
C  0.25  -2.22  2.70
C  1.54  -2.62  2.02
C  1.98  -1.62  0.93
C  1.57  -0.17  1.19
C  0.33  0.39  0.73
C  -0.62  -0.41  -0.13
C  -1.01  -1.75  0.50
H  1.45  -3.62  1.58
H  1.63  -1.95  -0.06
H  2.31  -2.69  2.80
H  -0.40  -2.56  0.08
H  -1.82  -1.95  2.59
H  0.01  -2.75  3.63
H  -2.05  -1.98  0.23
H  -1.53  0.18  -0.28
H  0.33  1.47  0.52
H  -0.19  -0.57  -1.13
H  3.08  -1.63  0.90
H  2.41  0.52  1.20
P  -1.18  -0.69  -4.49
P  -0.83  2.01  -6.00
C  -1.19  -0.77  -6.37
C  -1.54  0.59  -6.99
H  -1.93  -1.53  -6.66
H  -0.20  -1.11  -6.69
H  -1.15  0.66  -8.02
H  -2.63  0.74  -7.01
C  -1.64  3.38  -6.93
H  -1.17  4.32  -6.61
H  -2.70  3.40  -6.67
H  -1.51  3.25  -8.01
C  0.81  2.09  -6.83
H  0.69  2.10  -7.92
H  1.43  1.24  -6.52
H  1.31  3.01  -6.50
C  -2.62  -1.78  -4.17
H  -2.67  -1.99  -3.09
H  -2.52  -2.72  -4.73
H  -3.54  -1.27  -4.47
C  0.17  -1.90  -4.17
H  1.13  -1.44  -4.45
H  0.01  -2.82  -4.75
H  0.18  -2.13  -3.09
I  -2.84  -2.82  5.11

As for the LUMO energy (alpha / beta): -6.39 / -8.62 eV. The value obtained for the orbital gap (alpha / beta) is 7.426 / 4.855 eV. The multiplicity is 4. As for the total charge: +2.

These are the Löwdin partial charges, in e, on atoms 1 to 6: atom 1 (Re): 1.548, atom 2 (C): -0.298, atom 3 (C): -0.330, atom 4 (C): -0.308, atom 5 (C): -0.299, atom 6 (C): -0.324

[4]
Computed, not measured: C24H43IP2Sm as an isolated structure in a non-equilibrium geometry, with wB97M-V/def2-TZVPD.

Element x y z (Å)
Sm  0.11  -0.36  0.14
C  1.98  1.27  0.93
C  1.95  1.39  -0.49
C  -0.05  2.21  0.33
C  0.74  1.78  1.44
C  0.69  1.96  -0.87
C  3.09  0.71  1.75
H  3.81  0.16  1.12
H  2.72  0.02  2.52
H  3.63  1.51  2.27
C  0.34  1.85  2.87
H  1.20  1.59  3.51
H  -0.49  1.17  3.11
H  0.01  2.87  3.11
C  -1.41  2.79  0.44
H  -1.40  3.62  1.16
H  -2.15  2.05  0.80
H  -1.74  3.16  -0.54
C  0.23  2.19  -2.27
H  0.38  3.23  -2.58
H  -0.85  1.98  -2.36
H  0.77  1.55  -2.98
C  3.04  0.96  -1.42
H  3.71  1.80  -1.64
H  2.63  0.60  -2.37
H  3.65  0.16  -0.98
C  0.97  -6.40  -0.50
C  2.26  -5.97  -0.52
C  3.23  -6.27  -1.62
C  2.66  -6.07  -3.04
C  1.60  -5.02  -3.20
C  0.28  -5.28  -3.25
C  -0.37  -6.53  -2.77
C  0.29  -7.24  -1.54
H  3.56  -7.32  -1.54
H  2.30  -7.04  -3.41
H  4.14  -5.67  -1.48
H  0.94  -8.03  -1.91
H  0.39  -6.33  0.44
H  2.72  -5.53  0.37
H  -0.55  -7.73  -1.02
H  -1.43  -6.31  -2.54
H  -0.39  -4.59  -3.77
H  -0.41  -7.29  -3.57
H  3.51  -5.79  -3.69
H  1.98  -4.01  -3.43
P  0.86  -2.96  0.58
P  -1.14  -1.36  -2.23
C  -0.21  -3.74  -0.72
C  -1.37  -3.05  -1.44
H  -0.59  -4.66  -0.27
H  0.54  -4.07  -1.45
H  -1.69  -3.69  -2.28
H  -2.22  -2.91  -0.76
C  -2.89  -0.87  -2.52
H  -2.91  0.15  -2.95
H  -3.44  -0.86  -1.57
H  -3.37  -1.56  -3.23
C  -0.54  -1.77  -3.90
H  -1.24  -2.44  -4.42
H  0.45  -2.23  -3.85
H  -0.46  -0.83  -4.48
C  1.04  -4.12  1.94
H  1.75  -3.69  2.66
H  1.39  -5.11  1.63
H  0.05  -4.22  2.43
C  2.46  -2.77  -0.32
H  2.47  -1.87  -0.97
H  2.70  -3.64  -0.95
H  3.25  -2.65  0.45
I  -2.37  -0.85  1.75

As for the LUMO energy (alpha / beta): -3.16 / -2.73 eV. The value obtained for the orbital gap (alpha / beta) is 7.740 / 8.174 eV. The multiplicity is 6. As for the total charge: +1.

These are the Löwdin partial charges, in e, on atoms 1 to 6: atom 1 (Sm): 1.055, atom 2 (C): -0.334, atom 3 (C): -0.329, atom 4 (C): -0.345, atom 5 (C): -0.345, atom 6 (C): -0.329

[5]
Computed, not measured: C24H43N2OP3RuS as an isolated structure in a non-equilibrium geometry, with wB97M-V/def2-TZVPD.

Element x y z (Å)
Ru  -1.13  0.53  0.14
P  0.25  1.78  1.49
P  -1.42  -1.30  1.51
P  -2.38  2.33  -0.26
H  1.37  0.93  -4.03
C  1.60  1.99  -3.79
C  2.53  2.18  -2.85
H  3.17  1.37  -2.44
C  1.93  1.02  1.59
C  -0.30  1.93  3.27
C  0.75  3.55  1.13
C  -1.36  -2.90  0.65
C  -0.27  -1.68  2.90
C  -3.13  -1.31  2.21
C  -1.51  3.71  -1.16
C  -3.26  3.03  1.16
C  -3.63  1.80  -1.44
H  0.89  2.78  -4.08
H  2.77  3.22  -2.58
H  1.90  0.10  1.00
H  2.22  0.80  2.63
H  2.68  1.73  1.19
H  0.34  1.34  3.94
H  -1.34  1.58  3.37
H  -0.24  2.97  3.63
H  1.10  3.60  0.09
H  1.58  3.88  1.78
H  -0.09  4.24  1.30
H  -2.03  -2.94  -0.22
H  -1.57  -3.73  1.32
H  -0.33  -3.00  0.27
H  -0.54  -2.61  3.44
H  -0.22  -0.88  3.64
H  0.73  -1.83  2.46
H  -3.56  -2.32  2.27
H  -3.78  -0.71  1.55
H  -3.18  -0.86  3.21
H  -2.12  4.00  -2.02
H  -0.55  3.32  -1.54
H  -1.32  4.58  -0.52
H  -4.21  3.44  0.82
H  -2.69  3.83  1.65
H  -3.47  2.25  1.89
H  -4.55  2.38  -1.28
H  -3.82  0.73  -1.30
H  -3.25  1.96  -2.46
C  -1.39  -1.45  -2.85
C  -1.95  -2.78  -2.94
C  -3.12  -2.98  -3.66
C  -3.69  -1.95  -4.42
C  -3.11  -0.67  -4.41
C  -1.96  -0.44  -3.67
O  -0.52  -1.16  -1.94
H  -0.71  1.56  -0.97
H  -1.48  -3.55  -2.33
H  -3.59  -3.98  -3.66
H  -4.60  -2.13  -5.00
H  -3.53  0.16  -4.97
H  -1.49  0.54  -3.54
N  2.08  -2.06  -1.67
C  2.89  -2.10  -0.61
N  2.56  -1.99  0.67
C  3.65  -2.17  1.50
C  3.64  -2.07  2.90
C  4.86  -2.06  3.58
C  6.08  -2.16  2.88
C  6.09  -2.30  1.49
C  4.88  -2.36  0.82
S  4.63  -2.38  -0.91
H  2.54  -2.14  -2.57
H  1.10  -1.73  -1.64
H  2.67  -1.99  3.40
H  4.87  -1.96  4.67
H  7.02  -2.14  3.42
H  7.01  -2.37  0.91

As for the LUMO energy (alpha / beta): -8.86 / -11.13 eV. The value obtained for the orbital gap (alpha / beta) is 6.660 / 5.881 eV. The multiplicity is 6. As for the total charge: +3. Its relative energy (zero: lowest compared OMol25 entry of this formula, charge and spin) is 7.1 kcal/mol.

These are the Löwdin partial charges, in e, on atoms 1 to 6: atom 1 (Ru): 0.640, atom 2 (P): 0.720, atom 3 (P): 0.684, atom 4 (P): 0.647, atom 5 (H): 0.047, atom 6 (C): -0.082

[6]
Computed, not measured: C24H43NP2Pb as an isolated structure in a non-equilibrium geometry, with wB97M-V/def2-TZVPD.

Element x y z (Å)
P  -1.91  1.32  -1.84
P  -1.99  0.14  2.26
C  -1.43  0.00  -0.59
C  -2.53  -0.16  0.51
H  -0.46  0.28  -0.13
H  -1.25  -0.97  -1.08
H  -3.33  0.57  0.35
H  -2.99  -1.15  0.41
C  -0.67  -1.08  2.55
H  0.32  -0.62  2.63
H  -0.62  -1.84  1.77
H  -0.88  -1.59  3.50
C  -3.31  -0.76  3.19
H  -3.50  -1.73  2.73
H  -4.21  -0.13  3.23
H  -2.93  -0.88  4.21
C  -0.62  1.35  -3.15
H  -0.01  2.26  -3.14
H  -1.09  1.28  -4.14
H  0.06  0.48  -3.00
C  -3.19  0.64  -2.92
H  -4.00  0.18  -2.36
H  -2.73  -0.07  -3.62
H  -3.56  1.53  -3.46
Pb  1.84  -1.17  -1.40
C  0.08  -2.90  -0.63
C  1.42  -3.22  -0.38
C  2.35  -3.94  -1.35
C  1.95  -3.73  -2.84
C  1.48  -2.31  -3.28
C  0.12  -1.89  -3.30
C  -1.02  -2.77  -2.94
C  -0.80  -3.58  -1.64
C  2.28  1.13  -1.28
H  -0.51  -2.44  0.18
H  1.82  -3.12  0.65
H  2.50  -5.02  -1.14
H  3.36  -3.53  -1.09
H  2.88  -3.89  -3.42
H  1.26  -4.51  -3.19
H  2.14  -1.88  -4.07
H  -0.15  -1.10  -4.02
H  -1.21  -3.52  -3.74
H  -1.98  -2.21  -2.84
H  -1.78  -3.78  -1.18
H  -0.45  -4.59  -1.88
H  1.46  1.59  -0.70
H  2.31  1.59  -2.26
H  3.22  1.30  -0.76
C  2.10  1.44  3.53
N  2.58  2.15  2.38
C  4.03  2.14  2.31
C  2.01  3.43  2.06
C  0.53  3.38  1.90
C  -0.39  3.55  2.97
C  -1.75  3.43  2.72
C  -2.20  3.21  1.43
C  -1.27  3.13  0.35
C  0.05  3.12  0.65
H  2.63  0.48  3.54
H  1.03  1.26  3.51
H  2.36  1.96  4.47
H  4.35  2.52  1.32
H  4.50  2.77  3.10
H  4.36  1.09  2.44
H  2.28  4.20  2.81
H  2.45  3.71  1.08
H  -0.02  3.75  3.97
H  -2.47  3.51  3.52
H  -3.28  3.10  1.21
H  -1.65  3.09  -0.72

As for the LUMO energy (alpha / beta): -6.88 / -9.01 eV. The value obtained for the orbital gap (alpha / beta) is 6.119 / 3.970 eV. The multiplicity is 1. As for the total charge: +2. Its relative energy (zero: lowest compared OMol25 entry of this formula, charge and spin) is 0.0 kcal/mol.

These are the Löwdin partial charges, in e, on atoms 1 to 6: atom 1 (P): 1.070, atom 2 (P): 0.906, atom 3 (C): -0.380, atom 4 (C): -0.416, atom 5 (H): 0.046, atom 6 (H): 0.029

no.,energy (hartree)
1,-2308.795591
2,-2284.031004
3,-1998.302149
4,-2578.441391
5,-2641.095976
6,-1869.668326